1.
{"formula": "C2H5BrO", "method": "ωB97M-V/def2-TZVPD", "symbols": ["C", "C", "O", "Br", "H", "H", "H", "H", "H"], "coordinates": [[0.4388, 0.2395, -0.5624], [-0.6206, 0.4172, 0.5033], [1.6352, -1.1285, -0.0265], [-2.4210, 0.5487, -0.2818], [1.1576, 0.9738, -0.7591], [0.1288, -0.3060, -1.5565], [-0.5199, 1.3143, 1.2283], [-0.7017, -0.4287, 1.1066], [0.9029, -1.6304, 0.3483]], "forces_ev_per_angstrom": [[1.090, -5.027, -0.923], [0.130, 2.399, 0.058], [-2.950, 3.264, -0.825], [0.336, 0.144, -0.002], [0.703, 1.214, 0.019], [0.247, 1.345, 2.222], [0.135, -1.390, -1.577], [0.026, -1.436, 0.910], [0.285, -0.514, 0.118]], "homo_energy_ha": -0.388, "molar_mass_da": 124.96, "largest_force_ev_per_a": 5.23, "total_energy_ha": -2728.36902, "relative_energy_kcal_mol": 48.4}

***

2.
{"formula": "C44H62N10O2S2", "method": "ωB97M-V/def2-TZVPD", "symbols": ["C", "S", "O", "C", "H", "H", "H", "H", "H", "H", "C", "S", "O", "C", "H", "H", "H", "H", "H", "H", "N", "C", "C", "C", "C", "H", "H", "H", "H", "H", "N", "C", "C", "C", "C", "H", "H", "H", "H", "H", "N", "C", "C", "C", "C", "H", "H", "H", "H", "H", "N", "C", "C", "C", "C", "H", "H", "H", "H", "H", "N", "C", "C", "C", "C", "H", "H", "H", "H", "H", "N", "C", "C", "C", "C", "H", "H", "H", "H", "H", "N", "C", "C", "C", "C", "H", "H", "H", "H", "H", "N", "C", "C", "C", "C", "H", "H", "H", "H", "H", "N", "C", "C", "C", "C", "H", "H", "H", "H", "H", "N", "C", "C", "C", "C", "H", "H", "H", "H", "H"], "coordinates": [[-3.8721, -2.4436, 26.9928], [-3.3422, -1.6309, 25.3656], [-4.4112, -2.0810, 24.3687], [-3.8118, 0.0420, 25.9147], [-3.4825, -3.4869, 26.9068], [-4.9787, -2.4361, 26.9522], [-3.4311, -2.0613, 27.9008], [-4.8534, 0.0197, 26.2781], [-3.8643, 0.7347, 25.0776], [-3.0628, 0.4378, 26.6728], [-2.5433, -1.9826, 17.7804], [-3.9644, -1.7590, 16.6191], [-5.2160, -2.2896, 17.2592], [-4.1488, 0.0398, 16.8751], [-2.5720, -2.9866, 18.1687], [-2.7882, -1.1771, 18.4843], [-1.6427, -1.8222, 17.2293], [-4.9021, 0.4129, 16.1091], [-3.2282, 0.5356, 16.6866], [-4.4069, 0.2087, 17.9237], [-8.6324, -5.3075, 22.0642], [-7.5299, -5.4967, 22.9084], [-7.8031, -6.4613, 23.8664], [-9.0189, -7.1273, 23.3884], [-9.5057, -6.3484, 22.3534], [-8.9301, -4.4471, 21.5467], [-6.7035, -4.8161, 22.9024], [-7.0857, -6.7956, 24.6331], [-9.6576, -7.9048, 23.7970], [-10.4019, -6.4139, 21.8059], [-9.8977, -2.2553, 24.9528], [-11.2170, -1.9569, 25.1719], [-11.8372, -3.1414, 25.4435], [-10.8959, -4.1852, 25.4070], [-9.7376, -3.6230, 25.1145], [-9.2139, -1.5579, 24.9708], [-11.6806, -0.9640, 25.1100], [-12.8715, -3.2141, 25.7369], [-11.0090, -5.2344, 25.3202], [-8.7612, -4.0998, 24.9799], [-5.8112, -6.6812, 16.5067], [-6.6873, -6.7638, 17.6205], [-6.0789, -6.0602, 18.6344], [-4.8330, -5.6271, 18.1868], [-4.7294, -6.0261, 16.8873], [-5.9039, -7.2870, 15.6886], [-7.5641, -7.4593, 17.6251], [-6.4381, -5.9150, 19.6091], [-4.1367, -5.0317, 18.7889], [-3.9285, -5.7955, 16.2087], [-5.4667, 0.3403, 20.7055], [-4.4163, -0.0731, 21.3883], [-3.6674, 1.0778, 21.6633], [-4.3306, 2.1539, 20.9504], [-5.4659, 1.6536, 20.3847], [-6.2330, -0.3018, 20.5412], [-4.1937, -1.0643, 21.6774], [-2.7629, 1.1408, 22.1995], [-4.0349, 3.2239, 20.8339], [-6.1903, 2.1816, 19.7453], [-8.3574, -3.4425, 16.5018], [-9.6411, -3.8464, 16.3021], [-10.3219, -2.8028, 15.7204], [-9.4067, -1.7127, 15.6211], [-8.2252, -2.1747, 16.0550], [-7.6856, -3.9153, 17.0695], [-10.0102, -4.8319, 16.6438], [-11.3525, -2.7639, 15.4482], [-9.6719, -0.6986, 15.2133], [-7.2890, -1.6697, 16.0692], [-2.7481, -3.1582, 22.3786], [-1.7012, -2.5124, 21.8953], [-1.1478, -3.2218, 20.8592], [-1.9509, -4.4072, 20.7461], [-2.9147, -4.3351, 21.7230], [-3.3944, -2.7977, 23.1207], [-1.3721, -1.5455, 22.3933], [-0.2060, -2.8922, 20.5019], [-1.8352, -5.2825, 20.1204], [-3.8612, -4.8014, 21.9978], [-6.8235, 0.1882, 23.7604], [-7.1767, -0.1977, 24.9892], [-7.5022, 0.9162, 25.7351], [-7.3558, 2.0644, 24.9016], [-6.8810, 1.5686, 23.6813], [-6.5826, -0.3911, 22.9475], [-7.2973, -1.2870, 25.1382], [-7.9166, 0.9130, 26.7399], [-7.4137, 3.1562, 25.1662], [-6.6629, 2.0422, 22.7604], [-6.8682, -2.4674, 19.5254], [-8.0922, -2.0255, 19.9994], [-8.0912, -2.0828, 21.3790], [-6.8367, -2.6208, 21.7237], [-6.1019, -2.7791, 20.6082], [-6.4643, -2.3241, 18.6075], [-8.8860, -1.7286, 19.3119], [-8.9057, -1.8163, 22.0213], [-6.4646, -2.7666, 22.7193], [-5.0572, -3.0038, 20.4927], [-11.7936, -2.8737, 21.7263], [-11.8054, -2.3116, 20.4850], [-11.4831, -3.3117, 19.5939], [-11.2924, -4.5630, 20.3179], [-11.4760, -4.1833, 21.6566], [-11.8244, -2.4115, 22.6333], [-12.1873, -1.3002, 20.3337], [-11.3359, -3.1147, 18.5653], [-11.0497, -5.5457, 19.9747], [-11.4851, -4.7619, 22.5175], [-9.1569, 3.6818, 20.1003], [-9.1137, 2.9284, 18.9617], [-9.0168, 1.6395, 19.3349], [-8.9711, 1.5851, 20.7433], [-9.0798, 2.8744, 21.1933], [-9.5680, 4.6067, 20.2630], [-9.1144, 3.2831, 17.9264], [-8.8787, 0.8014, 18.6083], [-9.0108, 0.7021, 21.3541], [-9.2830, 3.3784, 22.1340]], "forces_ev_per_angstrom": [[0.300, -1.217, -1.668], [-1.420, 0.102, 1.169], [0.865, 0.344, 0.843], [0.134, 0.470, 0.494], [-0.566, 0.655, -0.060], [0.660, 0.087, 0.196], [0.002, 0.689, 0.021], [0.527, -0.168, 0.238], [0.387, -0.165, -0.345], [-0.981, -0.691, -0.834], [-1.904, 0.898, -0.297], [-0.171, 0.414, 0.092], [0.401, -0.220, 0.000], [-0.933, -0.336, -1.024], [-0.147, -0.188, 0.354], [0.761, -0.648, 0.487], [0.618, 0.297, -0.297], [0.722, -0.513, 1.271], [0.975, 0.398, -0.301], [-0.396, -0.052, -0.180], [0.372, -1.047, 0.661], [-1.128, 0.934, 0.914], [-0.026, -1.144, -1.737], [-0.366, 1.557, 0.044], [1.359, 0.422, 0.627], [0.814, -1.263, 0.524], [0.089, 0.083, -0.134], [-0.610, 0.184, -0.536], [0.625, -0.062, 0.165], [-0.738, -0.365, -0.313], [-1.131, -0.981, 0.182], [-0.522, 0.022, 0.081], [-1.627, 0.323, 0.383], [-1.125, -0.450, -0.348], [3.387, 1.333, -0.645], [1.239, 0.843, -0.216], [0.690, -0.466, 0.121], [-0.149, -0.110, -0.246], [-0.461, -0.764, 0.548], [-0.462, 0.328, -0.066], [-2.686, -1.827, 0.543], [-0.077, -0.684, -0.778], [-0.603, -0.844, -0.554], [0.631, 0.874, 0.316], [2.380, 1.219, -0.136], [0.123, 0.692, 0.525], [0.949, 1.079, -0.147], [-0.638, 0.061, 1.066], [-0.241, -0.301, -0.564], [0.080, -0.153, -0.223], [-3.059, -1.811, -1.601], [2.435, 2.402, 1.567], [-1.279, 0.157, -1.615], [1.074, 1.052, 0.625], [0.254, 0.872, -0.233], [-0.076, 0.183, -0.409], [-0.319, -0.766, 0.162], [0.850, 0.003, 0.424], [-0.084, -1.198, 0.353], [0.213, -0.786, 0.597], [-0.177, -0.342, -0.023], [-0.997, -0.765, 0.253], [0.233, 0.107, 0.446], [-1.925, 1.083, -1.301], [1.336, 0.849, 0.445], [0.422, -0.389, 0.005], [0.444, 0.832, -0.352], [-0.408, -0.192, -0.080], [0.617, -1.326, 0.469], [0.529, 0.077, 0.234], [-1.608, 0.052, 1.515], [1.545, 2.605, 0.568], [-0.634, -0.276, 1.022], [0.298, -0.489, -0.115], [-1.155, 0.579, 0.178], [0.561, -0.404, -0.752], [-0.387, -1.417, -0.947], [0.544, -0.312, -0.956], [0.174, 0.291, -0.172], [0.620, -0.759, -0.561], [0.455, 1.668, -1.630], [-0.822, -1.549, 0.692], [-0.603, 0.112, 0.436], [1.137, 0.229, -0.735], [-0.714, -0.512, 1.111], [-0.101, 0.210, 0.861], [0.399, 0.921, 0.442], [0.262, -0.090, -0.205], [-0.139, -1.526, -0.278], [0.286, 0.437, -0.559], [-0.799, 0.596, 0.884], [-0.229, 0.187, -0.782], [-0.181, -0.293, -1.156], [0.244, 0.599, 1.643], [0.776, -0.327, -1.065], [-0.064, -0.114, -0.222], [0.359, -0.120, 0.259], [-0.251, -0.026, 0.184], [0.113, -0.035, 0.270], [0.094, -0.311, -0.055], [0.019, 0.219, 0.992], [-0.163, -0.193, -0.230], [0.040, -0.604, 0.705], [-0.376, 2.705, 1.148], [-0.172, -0.258, -2.290], [-0.273, 0.005, -0.473], [0.556, -0.367, -0.021], [-0.093, -0.159, -0.922], [0.065, -0.131, -0.326], [0.128, -0.762, 1.387], [-0.459, 1.492, 0.260], [-0.242, 0.816, -1.247], [0.772, -2.036, -0.981], [-0.441, -0.212, 0.836], [-0.526, 0.104, 0.093], [0.624, -0.541, -0.844], [-0.107, 0.325, 0.760], [-0.246, 0.796, 0.918], [0.301, -0.122, 0.090], [0.351, -0.695, 0.090]], "homo_energy_ha": -0.288, "molar_mass_da": 827.18, "largest_force_ev_per_a": 3.90, "total_energy_ha": -3208.03309, "relative_energy_kcal_mol": 59.8}

***

3.
{"formula": "BrH12O6", "method": "ωB97M-V/def2-TZVPD", "symbols": ["Br", "O", "H", "H", "O", "H", "H", "O", "H", "H", "O", "H", "H", "O", "H", "H", "O", "H", "H"], "coordinates": [[-9.1048, -3.0237, -4.9862], [-8.3046, -0.4803, -2.7370], [-8.4517, -0.6076, -1.8097], [-8.2291, -1.3718, -3.1512], [-8.6266, 0.0411, -6.0530], [-8.5391, -0.7995, -5.6455], [-8.7649, 0.6347, -5.3085], [-6.0576, -1.5095, -5.0081], [-6.9080, -1.8648, -5.1626], [-5.4302, -1.8638, -5.6003], [-7.3801, -4.4194, -7.2929], [-7.5758, -5.3138, -7.5857], [-8.0710, -4.1435, -6.6766], [-8.2892, -4.2148, -1.8242], [-8.4746, -3.6896, -2.6549], [-7.8938, -5.0158, -2.1434], [-12.2013, -2.7757, -4.3613], [-11.3063, -3.1654, -4.3501], [-12.9183, -3.4773, -4.4952]], "forces_ev_per_angstrom": [[0.185, -0.235, 0.353], [0.234, -0.302, -1.064], [-0.115, -0.370, 0.608], [-0.188, 0.789, 0.446], [-0.157, 1.805, -0.720], [-0.130, -1.436, 0.503], [0.052, -0.046, 0.034], [0.997, 1.680, 1.753], [-1.297, -1.030, -0.578], [0.574, -0.828, -1.134], [0.613, -0.220, -0.610], [-0.179, 0.125, 0.183], [-0.225, 0.018, 0.269], [-0.494, 1.294, -0.595], [0.161, -0.836, 0.879], [0.281, -0.509, -0.341], [-2.019, -1.065, -0.052], [-0.399, -0.140, -0.244], [2.105, 1.305, 0.310]], "charge": -1, "homo_energy_ha": -0.212, "molar_mass_da": 187.99, "largest_force_ev_per_a": 2.62, "total_energy_ha": -3032.76157, "relative_energy_kcal_mol": 19.0}

***

4.
{"formula": "C4H10O", "method": "ωB97M-V/def2-TZVPD", "symbols": ["C", "C", "O", "C", "C", "H", "H", "H", "H", "H", "H", "H", "H", "H", "H"], "coordinates": [[2.1768, 0.4068, -0.2428], [1.1875, -0.6468, 0.1966], [-0.0292, -0.5291, -0.5163], [-0.9436, 0.3632, 0.1397], [-2.4268, -0.0448, -0.1725], [1.9346, 1.3566, 0.2580], [2.1655, 0.4726, -1.3210], [3.1944, 0.1171, 0.0776], [1.0762, -0.8453, 1.3093], [1.5241, -1.7137, -0.1446], [-0.7374, 0.2664, 1.2318], [-0.7208, 1.4059, -0.0929], [-3.1494, 0.4585, 0.4714], [-2.6734, 0.0408, -1.2858], [-2.5786, -1.1082, 0.0916]], "forces_ev_per_angstrom": [[0.477, -0.115, 1.392], [0.641, -3.490, -0.791], [-0.933, 0.676, 0.923], [-0.663, -0.761, 0.608], [0.822, -0.637, -0.880], [0.150, -0.060, -0.503], [-0.084, 0.238, -0.199], [-0.374, 0.184, -0.114], [-0.178, 0.972, -1.031], [-0.046, 1.850, 0.397], [-0.474, 0.045, -0.480], [-0.151, 0.071, -0.362], [0.145, 0.519, -0.334], [0.285, 0.176, 1.608], [0.382, 0.331, -0.233]], "homo_energy_ha": -0.358, "molar_mass_da": 74.12, "largest_force_ev_per_a": 3.64, "smiles": "CCOCC", "total_energy_ha": -233.60503, "relative_energy_kcal_mol": 25.0}

***

HOMO-LUMO gap in eV, matching the order above: 10.787, 8.244, 9.162, 10.930